(1)
Molecular formula: C33H43FeN3O2P2S2
Method: DFT, ωB97M-V/def2-TZVPD

Each line ends with the Löwdin spin population.
CARTESIAN COORDINATES (ANGSTROEM)
H 2.3279 -2.2074 2.9674  0.000
H -1.8379 -5.2363 -5.0606  0.000
H 4.4438 0.3155 2.7949  0.000
C 0.7514 2.0706 1.8448  0.008
H 5.2212 -0.5026 1.4321  0.000
C -3.5823 -1.1857 -0.6404  0.010
O 2.1262 -3.6989 -0.4417  0.001
C -3.3050 1.7592 -0.7382  0.003
H 4.6890 -1.1192 -0.7357  0.000
H -1.3946 -2.8781 -4.4813  0.001
H -3.2382 3.8489 -0.4964  0.000
C 1.9815 -1.2167 2.5188  0.000
H -3.0721 1.0636 -2.7787  0.000
H 3.1470 -1.8742 0.9793  0.000
H 1.9432 -0.5239 3.3752  0.000
C 4.2841 -0.4106 -1.4763  0.001
C 3.1015 2.7854 1.6288  0.001
H 1.5123 4.8169 3.8222  0.000
H -0.3354 3.3161 3.2467  0.000
C -1.2768 -5.0128 -4.1828  0.000
C -0.3980 -3.3557 -2.6987  0.001
H -4.4926 -1.0248 0.0029  0.002
H -3.8080 2.6661 -2.6814  0.000
N 0.2389 2.2312 -1.4341  0.021
P 2.4045 0.4450 0.3527  0.029
H -0.2151 1.0239 4.2182  0.000
H 3.3506 2.9445 -1.1843  0.000
C 0.4178 3.3640 -1.2464  0.006
H -2.0492 0.1328 5.4955  0.000
H -3.6908 -3.2046 0.3652  0.000
S 0.7090 -3.5282 -0.4389  0.006
C 2.0854 1.9163 1.3358  0.006
C -2.1630 0.1510 4.3980  0.001
H -4.5816 -0.3513 -2.5310  0.000
H 5.0390 -0.2073 -2.2492  0.000
H 4.6809 1.1372 -0.0413  0.002
C -3.3474 -0.3337 3.8097  0.005
N 0.3788 -2.0004 -0.9357  0.030
C 0.0366 -4.3204 -1.9057  0.003
C -1.0760 -3.6904 -3.8977  0.002
H -2.5734 -3.0957 -1.1637  0.000
C 0.6269 4.7555 -0.9590  0.001
P -2.4496 0.2390 -0.2442  0.025
N -0.1860 1.1284 1.3989  0.066
C 3.8684 0.8678 -0.6963  0.010
H -4.2316 -0.6634 4.3570  0.000
C -0.1029 -5.6490 -2.1825  0.000
H 4.1076 2.6605 1.1937  0.000
C 0.5437 3.1683 2.6901  0.005
C -3.4503 -0.3349 2.3935  0.001
H -4.3787 1.6272 -0.5473  0.001
H 0.9846 -1.4609 2.1116  0.000
H -4.3414 -0.6795 1.9715  0.000
H -3.1380 -1.4296 -2.7711  0.000
H 3.4657 -0.8828 -2.0080  0.000
C -1.1917 0.6767 2.2654  0.008
H -0.0207 5.2586 -1.4574  0.000
C -0.8434 -5.9880 -3.3144  0.001
H 4.7157 -1.4965 2.6546  0.000
O -0.1201 -3.8739 0.7277  0.000
S -0.1556 -0.6060 -3.0833  0.042
C 3.0397 -0.8595 1.5010  0.004
C -2.4146 0.1662 1.5772  0.006
H -4.6174 -2.1430 -2.3547  0.000
C 4.4396 -0.6430 2.1306  0.002
H -1.8119 3.0134 0.1742  0.000
H 0.4610 5.0021 0.1500  0.001
C -2.8675 3.0503 0.0916  0.000
C -1.0721 0.6625 3.6179  0.005
C 1.5885 4.0628 3.0385  0.000
C -0.1054 -2.0274 -2.1970  0.011
H -2.0394 2.4786 -2.3597  0.000
C -2.9131 -2.5448 -0.2448  0.000
C 2.8791 3.8742 2.4827  0.005
H 2.8006 1.8015 -2.3807  0.000
H -3.2611 2.9394 1.1163  0.000
C 3.5946 1.9942 -1.6893  0.000
C -3.9885 -1.2851 -2.1168  0.001
H -1.0132 -7.0477 -3.5082  0.000
H -2.0076 -2.4173 0.3907  0.000
H 3.6739 4.5551 2.6916  0.000
H 1.5632 4.9954 -1.3081  0.000
H 0.3900 -6.3666 -1.5469  0.000
Fe 0.1056 0.2037 -0.4590  3.662
C -3.0601 1.9981 -2.2398  0.001
H 4.5007 2.2101 -2.2057  0.000

Results
**Kohn-Sham gap (spin up / spin down)**: 6.8 / 6.7 eV
**Spin multiplicity**: 5
**Calculated total energy**: -4340.79472 Ha
**Energy relative to the best compared isomer or geometry (same formula, charge and spin)**: 31.36 kJ/mol

(2)
Molecular formula: C33H43MoN5P2
Method: DFT, ωB97M-V/def2-TZVPD

Each line ends with the Löwdin spin population.
CARTESIAN COORDINATES (ANGSTROEM)
H 5.6038 -1.8438 -0.0388  0.000
C -2.7999 0.2977 -3.5412  0.000
H 1.6759 -7.3916 -1.5060  0.000
N 3.4898 -2.0904 -0.3501  0.012
C 2.7456 -1.1142 -2.9060  0.003
H -3.7959 0.7218 -3.5323  0.000
C 1.5039 -2.0158 -3.1619  0.010
H -1.7490 1.3328 -5.2654  0.000
C -1.1847 -1.2701 0.5596  0.013
C -2.3220 -5.0676 -2.7377  0.000
C 2.9959 -5.2159 -3.8179  0.000
C 1.7925 -4.9169 -2.9314  0.000
H 3.6801 -1.6605 -3.1331  0.000
H -0.9666 -1.0691 1.6279  0.010
H -2.8991 -5.7427 -3.3543  0.000
C 1.0238 2.2710 2.4871  0.128
N 0.8435 0.6475 0.9021  0.029
H -1.0437 -3.7804 0.0549  0.002
C -1.5535 -3.9959 -3.1835  0.001
C 1.7833 -0.1412 3.0882  0.050
N 3.9848 0.5799 -0.9410  0.002
H 1.1641 -1.9504 -4.2076  0.001
H 0.1324 3.8721 1.1439  0.002
H 2.5394 2.1765 -0.7438  0.003
H -2.7784 -1.1089 -1.7907  0.000
H 0.9272 -4.5962 -3.5247  0.000
P 0.0720 -1.9227 -2.0428  0.010
H 0.3627 -0.1738 -4.4828  0.000
C 0.3503 1.8231 0.3559  0.291
C 2.4776 -2.7786 0.4569  0.005
H 5.0207 -3.3463 -1.7039  0.000
C 1.2582 0.9002 2.1929  0.293
C 4.4905 -2.9691 1.4957  -0.004
C 1.5812 -5.2692 -1.6444  0.000
C -0.6407 -0.1477 -4.0883  0.000
N -0.9666 -3.3713 -2.0800  0.001
H -1.3346 1.9357 -0.9448  0.023
H -2.6748 -5.8210 -0.6288  0.000
C 3.6927 -6.5720 -1.2832  0.000
H 4.7060 -5.1119 -0.0578  0.000
H 2.7314 -0.5701 2.7367  0.015
C 4.6760 -2.2000 0.3596  -0.007
C 3.1236 -3.2893 1.6002  -0.007
H 4.7517 3.7230 -0.3206  0.000
H 0.7300 -4.8493 -1.1009  0.000
C 0.4522 2.8487 1.3254  0.130
H 5.9048 -0.3922 -1.1512  0.000
H -1.5343 -0.3412 0.0895  0.001
H 1.9819 0.3502 4.0481  -0.001
N -0.9926 -0.9538 -3.0028  -0.003
H 1.2576 2.7397 3.4434  0.002
H 0.1369 1.2713 -1.7421  0.003
C -1.7310 0.6165 -4.4536  -0.001
C -0.2342 1.9829 -0.9877  0.050
H -1.9148 -2.0810 0.4708  0.005
C 3.5884 1.9121 -0.7177  0.004
H 3.1523 -6.3085 -3.8696  0.000
C 5.3844 0.5312 -0.9365  0.000
Mo 0.9116 -1.3762 0.0435  0.866
H -1.3943 -3.6131 -4.1799  0.000
H 3.9056 -6.9831 -2.2750  0.000
C 4.3128 -4.4947 -3.4342  0.000
H 0.0085 3.0025 -1.3204  0.008
P 2.8391 -0.6360 -1.1634  0.027
H 4.1164 -7.2742 -0.5493  0.000
H 1.9358 -6.5509 0.0053  0.000
H 5.1607 -5.0948 -3.8126  0.000
C -1.3718 -4.0746 -0.9305  0.003
H 2.5972 -3.7909 2.4081  0.000
H 1.8652 -3.0367 -2.9886  0.000
H 2.7334 -0.1778 -3.4972  0.001
C 2.1668 -6.5073 -1.0598  0.000
C -2.3183 -0.6480 -2.6514  0.001
H 6.8957 2.0714 -0.5694  0.000
C 4.7258 2.6657 -0.5276  0.000
H 2.7466 -4.9118 -4.8583  0.000
C 5.8597 1.7974 -0.6601  0.001
H 1.5510 -3.2183 -0.0813  0.004
H 4.3660 -3.5339 -3.9572  0.000
C 4.4890 -4.2626 -1.9704  0.000
H 5.2881 -3.3032 2.1428  0.000
H 1.0737 -0.9598 3.2854  0.015
C -2.2076 -5.1160 -1.3096  0.001
C 4.3180 -5.2328 -1.0659  0.000

Results
**Kohn-Sham gap (spin up / spin down)**: 5.8 / 5.1 eV
**Spin multiplicity**: 3
**Calculated total energy**: -2307.17512 Ha
**Net charge**: +2

(3)
Molecular formula: C33H43N11Re
Method: DFT, ωB97M-V/def2-TZVPD

Each line ends with the Löwdin spin population.
CARTESIAN COORDINATES (ANGSTROEM)
C 2.0077 -1.8608 0.1773  0.011
H 4.3384 -0.3883 -0.2544  0.000
H -2.0929 -3.5487 -0.5180  0.001
H -0.3210 -5.3472 2.4827  0.000
H 3.6139 -3.6472 -1.3568  0.000
C 3.3589 1.4802 -4.3547  0.000
H -3.6214 -2.6086 -2.2181  0.000
C -3.4564 3.3847 -0.8223  0.022
N -0.0018 0.8730 -2.0084  0.013
C -0.1487 -0.8079 3.0542  0.000
N 1.1168 -2.8831 -0.1305  0.016
H -3.8599 1.1544 -1.7327  0.000
C 0.6394 -3.7093 4.2234  0.004
H -3.2022 -1.1568 -3.0853  0.000
N 1.5598 -0.6735 0.4813  0.007
C -0.2311 -2.7298 0.0297  0.086
H 4.6015 1.1024 -2.6506  0.000
H 3.2354 -4.3118 0.2584  0.000
C -0.8925 1.1177 -2.9406  0.003
C -3.8207 -0.8448 -1.0525  0.001
C -0.0103 -1.6405 5.4589  0.007
H -0.6367 2.3418 3.0593  -0.001
H 5.2876 -1.6509 0.5210  0.000
N -0.1268 2.4853 0.3548  0.041
C 2.5381 0.9470 -2.1310  0.001
H 4.2068 1.6378 -5.0068  0.000
H -3.9137 -1.3795 -0.1072  0.000
C 2.0814 1.6019 -4.8583  0.000
H 1.8620 3.1780 0.4184  0.001
C 1.2377 1.0443 -2.6233  0.001
C 3.7543 -3.5170 -0.2799  0.001
C 1.3883 2.2499 2.3078  0.000
N -1.7408 -1.1805 0.8991  -0.010
H -4.8476 -0.8170 -1.4258  0.000
C -2.2906 2.6560 -0.5244  0.007
N 3.3114 -2.1980 0.1665  0.010
H -4.6936 4.9710 -1.3657  0.000
H 2.7085 0.7218 -1.0907  0.001
N -0.3363 1.4167 -4.1288  0.001
N -2.2998 1.3079 -0.3723  0.009
C -2.7449 5.7286 -1.3708  0.026
C -3.6580 4.7084 -1.1833  0.009
C -0.6564 4.6147 -0.5801  0.023
N -0.6327 -4.4051 2.2753  0.003
C 0.9954 3.0735 1.0803  0.004
C -1.3877 5.6631 -1.1041  0.007
H -1.0247 -1.1182 -1.7195  0.006
Re -0.5385 0.4939 0.3877  0.789
C -3.0727 -1.6672 -2.1264  0.001
C 0.1874 1.6242 3.0261  -0.003
H 2.3083 -0.0441 0.7274  0.002
H 1.0026 -4.7258 4.3421  0.000
H -3.1359 6.6688 -1.7373  0.001
H 0.5063 1.4252 4.0444  0.000
C 0.3398 -3.4100 2.7804  -0.007
H 4.8121 -3.6270 -0.0688  0.000
H 0.6734 -3.4979 6.2721  0.000
C 0.4537 -3.0033 5.3335  0.000
N -0.6180 -1.9583 1.0190  -0.020
C 1.0351 1.3821 -3.9703  0.000
H -1.5242 -4.2784 2.7446  0.000
H -1.9586 1.0603 -2.8057  0.000
H 1.4451 -3.6746 -0.6595  0.001
C -1.5780 -2.0059 -1.9980  0.014
H 2.0876 1.4546 2.0484  0.001
C 4.3079 -1.1868 0.4912  0.001
H -1.2258 -2.2852 -2.9920  0.000
H -0.7650 -3.9859 -1.5747  0.001
H -2.3555 -1.5795 0.2117  0.002
H -0.1929 -1.3253 6.4793  0.000
C -1.2035 -3.1573 -1.0183  0.010
H 1.9137 2.9115 2.9971  0.000
H 0.3940 4.8374 -0.4518  0.001
H -0.5827 0.2312 4.8706  0.000
H -0.8236 6.5674 -1.2996  0.000
H -4.3762 2.8264 -0.7440  0.001
H 4.1187 -0.7557 1.4771  0.000
H -4.3297 0.9183 -0.0556  0.001
H 0.7148 4.0688 1.4332  -0.001
C -0.2118 -0.7195 4.5138  -0.003
H 1.2695 -3.6346 2.2378  -0.002
H 1.8993 1.8567 -5.8940  0.000
C 3.5812 1.1643 -3.0069  0.000
H -0.8334 1.6525 -4.9714  0.000
N -0.2429 0.3860 2.3626  -0.058
C -1.0129 3.2973 -0.2404  0.008
C -3.5681 0.6611 -0.7988  0.002
C -0.0943 -2.0016 2.3619  -0.053

Results
**Kohn-Sham gap (spin up / spin down)**: 6.0 / 6.4 eV
**Spin multiplicity**: 2
**Calculated total energy**: -1963.27657 Ha
**Net charge**: +2
**Energy relative to the best compared isomer or geometry (same formula, charge and spin)**: 58.73 kJ/mol

(4)
Molecular formula: C33H43N9O6S
Method: DFT, ωB97M-V/def2-TZVPD

Each line ends with the Mulliken charge.
CARTESIAN COORDINATES (ANGSTROEM)
S -0.6780 -0.5051 0.4614  0.408
H 0.2809 5.8981 -3.1783  0.966
H 0.9960 -0.4201 -5.9200  0.530
O 4.2724 2.0845 -1.9053  -0.614
H 2.0547 -0.2697 -1.2532  0.129
O 4.3153 -0.0228 -2.3877  -0.588
C -3.1434 0.6486 -3.4644  -0.556
N 0.3902 2.3617 -3.9847  0.051
H -2.2258 0.5866 -3.8551  0.586
C 1.8619 -0.7611 6.4535  -0.828
H -6.0142 -4.2467 4.0040  0.434
C 0.3701 4.2122 -1.8325  -0.310
H -2.8845 -1.4104 2.9034  0.301
O -1.8580 -0.9016 1.1359  -0.592
C -3.0263 -2.7411 4.6296  -0.304
H 1.7470 1.3914 -1.8825  -0.220
H 3.6932 4.7468 3.2922  0.379
C -0.2706 -4.8364 -4.0209  -0.640
H 0.9673 -6.3629 -2.6694  0.177
N -0.1991 -2.9327 -2.6162  0.108
C 2.7653 -3.8160 1.3037  -0.507
C 0.9702 0.5158 -5.4330  -1.143
C -4.1581 -3.7232 5.0524  -0.502
H 1.5800 6.4702 3.1627  0.658
C -5.1402 -3.6949 4.0317  -0.593
H 1.1987 3.9700 -4.7410  0.294
C 0.5373 -3.9229 -1.9770  -0.067
H 1.0481 -3.6236 -1.0974  0.181
C 1.5680 5.5790 2.8500  -0.733
H -0.6697 5.1599 2.3664  0.391
H 6.2157 -2.9820 2.1734  0.242
O 0.4145 -1.1888 1.1575  -0.744
H 1.7904 1.9539 -6.9351  0.488
C -4.4143 0.6630 -1.3917  -0.498
H -4.4376 0.5505 -0.4259  0.668
H -0.1420 0.3929 -3.3640  0.826
N -3.5016 -2.1661 3.4168  0.004
H -4.9557 1.2576 -4.6873  0.539
C 2.7098 4.4885 2.9238  -0.908
H -0.4112 -1.8390 -2.0932  0.363
H 0.2665 2.7839 1.5145  0.228
C 1.4266 -2.1806 6.4646  -0.557
H 1.9393 0.6433 4.3718  0.054
H 2.4548 1.2030 -0.4049  0.086
H -2.7467 3.1692 -2.1506  0.544
C 0.2587 0.9342 -4.1414  -0.620
H -0.7492 2.6723 -0.8365  0.231
H -2.2413 0.1951 -1.6060  0.135
C 1.3585 1.7914 -6.0250  -0.857
H 1.2885 -2.8483 7.3205  0.338
H 1.3137 3.9290 -1.2250  0.255
N -3.1402 0.4697 -2.0302  0.483
H 2.4335 2.1314 2.1544  0.453
H -6.2753 1.6508 -2.1615  0.355
N 2.7781 -2.3312 1.3207  0.321
H 4.3173 -0.8066 1.6247  0.310
C 1.6234 -0.4230 4.9783  0.213
H 2.4999 -0.2346 7.1574  0.353
C 4.0923 -1.9000 1.6090  -0.197
C 0.3292 4.7236 2.3735  -0.442
H -4.1105 -4.1573 6.0971  0.310
H 1.9727 -1.5552 1.4404  0.349
C 5.0614 -3.0799 1.8696  -0.552
C 2.4549 0.7550 -1.2281  0.161
H -0.0386 3.0447 -3.2374  0.482
C 4.1965 -4.1982 1.5473  -0.838
C -1.8032 4.9628 -3.0113  -0.764
C -4.5247 1.0525 -3.7946  -0.931
H -5.0603 -2.7024 1.8755  0.328
N 3.8149 0.9878 -1.7907  0.973
H -0.6947 -5.2853 -4.8231  0.442
C -1.9507 3.7623 -2.1673  -0.415
C -0.8833 -3.3828 -3.8543  -0.429
H -2.3694 5.5221 -3.6765  0.478
H 1.8870 -4.2417 1.0213  0.662
C 2.1169 3.1795 2.3776  -0.197
H 0.0430 -3.3483 5.0636  0.649
N 0.8674 -1.3870 4.3318  0.182
H -2.1231 -2.5610 5.3205  0.421
N -0.7248 3.4357 -1.4211  0.219
N 0.8417 3.4776 1.9838  0.259
C 0.4363 -5.2267 -2.8199  -0.561
O -0.8388 -0.9190 -0.8688  -0.677
C -0.2547 5.2261 -2.8413  -1.011
C 1.1114 2.8978 -5.0088  -0.216
C 0.7069 -2.5111 5.1625  -0.650
H 4.5275 -5.1527 1.7697  0.373
C -5.2804 1.2618 -2.4117  -0.664
C -4.6412 -2.7926 2.9297  -0.323
H 0.5217 -1.3375 3.3737  0.226
O -0.4471 0.9333 0.5342  -0.810
H -1.6588 -2.7970 -4.2537  0.460

Results
**Kohn-Sham gap**: 7.2 eV
**Calculated total energy**: -2625.02677 Ha
**Net charge**: -2
**Energy relative to the best compared isomer or geometry (same formula, charge and spin)**: 446.14 kJ/mol